Record 1
A structure of composition C38H19ClCuF21GeN3O4PS, computed with ωB97M-V with the def2-TZVPD basis set.

```
90
C38H19ClCuF21GeN3O4PS | OMol25 | ωB97M-V with the def2-TZVPD basis set
Cu -0.59 -0.65 1.58
O 2.00 -5.04 4.66
C 1.27 -5.54 3.68
O 1.18 -6.73 3.50
C 0.41 -4.57 2.91
C -0.58 -4.96 1.95
Cl -0.81 -6.46 1.26
N -1.13 -3.80 1.37
N -0.57 -2.67 1.89
C 0.38 -3.11 2.80
C 1.30 -2.15 3.38
O 2.28 -2.47 4.12
O 0.94 -0.96 3.02
C -2.20 -3.73 0.45
C -2.31 -2.56 -0.32
C -3.44 -2.41 -1.14
C -4.41 -3.38 -1.14
C -4.37 -4.45 -0.24
C -3.23 -4.72 0.47
H 2.18 -4.01 4.49
H -1.60 -1.72 -0.30
H -3.58 -1.58 -1.83
H -5.33 -3.22 -1.66
H -5.23 -5.11 -0.28
H -3.17 -5.62 1.16
F 3.48 -1.51 -3.48
C 3.94 -0.28 -3.07
C 3.02 0.64 -2.60
C 3.48 1.95 -2.55
F 2.53 2.88 -2.33
C 4.80 2.29 -2.84
F 5.29 3.53 -2.66
C 5.66 1.36 -3.44
F 6.88 1.66 -3.75
C 5.22 0.06 -3.57
F 5.94 -0.97 -4.19
Ge 1.24 0.02 -1.94
S 0.33 0.77 -0.14
C 0.02 0.65 -3.42
C 0.39 0.39 -4.73
F 1.39 -0.54 -4.94
C -0.15 1.14 -5.78
F 0.02 0.71 -7.04
C -1.10 2.17 -5.62
F -1.67 2.84 -6.60
C -1.58 2.33 -4.31
F -2.54 3.21 -4.04
C -1.14 1.41 -3.31
F -1.93 1.28 -2.22
C 1.24 -1.88 -1.53
C 0.20 -2.60 -2.01
F -0.71 -2.01 -2.85
C 0.06 -4.00 -1.88
F -1.09 -4.66 -2.16
C 1.08 -4.62 -1.22
F 1.06 -5.96 -1.00
C 2.14 -3.92 -0.64
F 2.97 -4.51 0.24
C 2.24 -2.57 -0.78
F 3.25 -1.96 -0.14
F -1.25 6.03 -1.72
P -1.35 5.59 -0.13
F -2.94 5.89 -0.20
F -1.53 3.97 -0.54
F 0.29 5.29 -0.04
F -1.13 7.13 0.37
F -1.53 5.04 1.46
C 0.69 4.17 4.50
N 0.98 2.90 3.72
C 1.38 3.18 2.34
C -0.01 1.72 3.84
C -1.29 1.89 3.00
C -2.18 2.92 3.24
C -3.12 3.27 2.26
C -3.48 2.35 1.29
C -2.72 1.14 1.19
C -1.58 1.00 2.01
H 1.69 4.46 4.82
H 0.06 3.95 5.35
H 0.28 4.87 3.76
H 1.81 2.49 4.22
H 0.84 4.12 1.99
H 1.08 2.33 1.67
H 2.45 3.44 2.37
H -0.33 1.84 4.90
H 0.50 0.82 3.62
H -2.18 3.38 4.24
H -3.69 4.20 2.39
H -4.21 2.48 0.49
H -2.88 0.46 0.35
```

Calculated values
Highest occupied orbital energy (spin up / spin down) in Ha: -0.347 / -0.347

Mulliken population analysis, charges in e, atoms 1 to 5: Cu -0.865; O -0.567; C 0.505; O -0.567; C 0.054



Record 2
A structure of composition C4H6O, computed with ωB97M-V with the def2-TZVPD basis set.

```
11
C4H6O | OMol25 | ωB97M-V with the def2-TZVPD basis set
C 1.17 0.49 1.09
C 1.67 -0.35 0.21
C 0.47 0.55 -0.19
C -1.28 -0.26 -0.06
O -1.94 -0.14 -1.26
H 1.29 1.14 1.98
H 2.47 -1.03 -0.08
H 0.69 1.49 -0.69
H -1.97 0.10 0.73
H -0.96 -1.26 0.23
H -1.59 -0.74 -1.96
```

Calculated values
Highest occupied orbital energy (spin up / spin down) in Ha: -0.186 / -0.377
Multiplicity: 3

Mulliken population analysis, charges in e, atoms 1 to 5: C -0.434; C -0.667; C -0.121; C -0.265; O -0.481



Record 3
The molecule CH5BrSi, computed with ωB97M-V with the def2-TZVPD basis set.

```
8
CH5BrSi | OMol25 | ωB97M-V with the def2-TZVPD basis set
C -0.29 0.56 -0.37
Si 0.67 -1.04 -0.01
Br 0.02 -2.49 -1.61
H -0.32 1.54 0.17
H 0.12 0.78 -1.46
H -1.39 0.31 -0.46
H 0.54 -1.48 1.47
H 2.18 -0.89 -0.19
```

Calculated values
Highest occupied orbital energy in Ha: -0.390
Structure (SMILES): C[SiH2]Br

Mulliken population analysis, charges in e, atoms 1 to 5: C -0.899; Si 0.467; Br -0.225; H 0.346; H 0.229